[1]
The following is a quantum chemistry calculation of an isolated ion of composition C6H11NO and charge -1 at a distorted geometry, from the Open Molecules 2025 dataset.

```
19
Properties=species:S:1:pos:R:3:forces:R:3
O 3.206537 -1.945389 -0.324880 0.016 0.163 0.270
C 1.981550 -1.661696 -0.569860 0.824 -0.467 -0.365
C 1.164602 -0.686274 0.223032 -0.284 -0.425 -0.249
C 0.051591 -0.155038 -0.717180 -1.064 -0.856 1.136
C -1.228443 0.277716 0.010079 1.228 0.809 -1.405
C -1.867547 -0.360034 0.974986 -1.090 0.109 0.756
C -1.674219 1.632254 -0.489442 -1.199 0.350 1.610
N 1.996194 0.301433 0.884854 0.091 0.645 0.165
H 1.399022 -2.437790 -1.110828 -0.357 0.295 0.025
H 0.638101 -1.175879 1.071735 -0.018 -0.124 -0.111
H -0.309251 -0.992547 -1.322117 0.490 -0.100 -0.281
H 0.436864 0.616384 -1.379034 -0.033 0.101 0.038
H -2.736552 0.110464 1.440751 -0.007 0.138 -0.288
H -1.706147 -1.331040 1.423490 0.764 -0.064 -0.377
H -0.951849 2.375731 -0.144018 0.196 0.072 -0.421
H -2.612664 1.906241 0.015767 0.028 0.018 -0.040
H -1.892327 1.750562 -1.546531 0.502 -0.340 -0.246
H 2.668151 0.735470 0.260090 -0.007 -0.265 -0.190
H 1.436387 1.039430 1.299106 -0.082 -0.058 -0.028
```
Forces are in eV/Å.

Summary:
* largest force on an atom: 2.04 eV Å⁻¹
* net charge: -1
* multiplicity: 2
* ΔE to the lowest compared entry with this formula, charge and spin: 24.7 kcal per mole

Results of the Mulliken charge analysis, in e, for atoms 1 through 5: number 1, O, carries -0.5800; number 2, C, carries -0.4747; number 3, C, carries 0.8400; number 4, C, carries -1.1865; number 5, C, carries 1.0387



[2]
The following is a quantum chemistry calculation of C43H42BClInN5O3S3 as an isolated structure, from the Open Molecules 2025 dataset.

```
99
Properties=species:S:1:pos:R:3:forces:R:3
In 0.302230 -0.589558 0.359595 0.180 -0.097 0.321
C -2.097510 -1.936712 2.297845 -0.084 0.028 -0.101
N -0.873617 -2.163183 1.536501 0.107 0.108 0.115
C -0.230397 -3.255695 1.663436 -0.003 -0.096 -0.055
C 1.009637 -3.454238 0.963889 -0.127 -0.020 -0.062
C 1.880918 -4.537920 0.934475 0.036 -0.027 -0.024
C 2.952116 -4.149931 0.111199 -0.013 -0.052 0.014
C 2.671231 -2.850742 -0.308312 0.015 0.057 -0.065
N 1.496304 -2.437881 0.192302 0.021 0.067 0.168
C -3.225424 -2.855210 1.892011 -0.014 -0.012 0.011
C -3.423166 -3.184892 0.552998 -0.004 0.025 0.031
C -4.490241 -3.985888 0.182838 -0.016 -0.021 -0.001
C -5.378456 -4.465479 1.138348 -0.007 -0.008 -0.008
C -5.190875 -4.134292 2.470504 -0.001 -0.003 0.000
C -4.116922 -3.335595 2.841587 0.013 -0.005 0.015
H -2.414420 -0.905731 2.118773 -0.002 -0.022 0.013
H -1.887118 -2.044236 3.366143 -0.025 0.015 0.002
H -0.599712 -4.058112 2.309299 -0.012 0.013 -0.036
H 1.745259 -5.479321 1.444791 0.002 -0.018 0.022
H 3.822250 -4.732061 -0.150079 0.016 -0.007 -0.006
H 3.262117 -2.196275 -0.932359 0.006 0.014 -0.001
H -2.749042 -2.787633 -0.195617 0.015 -0.005 -0.020
H -4.638203 -4.223355 -0.864042 -0.004 -0.003 -0.017
H -6.218622 -5.082700 0.843127 -0.007 -0.002 -0.004
H -5.885069 -4.487780 3.223265 -0.006 0.000 0.005
H -3.980329 -3.065151 3.882683 -0.002 0.003 0.009
S 1.892996 0.943301 -1.986711 0.050 -0.075 -0.010
C 0.939301 0.682138 -3.312612 -0.066 0.074 0.031
N 1.194465 -0.224834 -4.267277 0.025 -0.058 0.012
C 0.271653 -0.394862 -5.378120 0.013 0.046 -0.037
C -1.131374 -0.357931 -4.835475 0.016 -0.023 -0.056
N -1.324175 0.933547 -4.194420 -0.082 -0.097 0.163
C -2.659465 1.519632 -4.278901 -0.022 0.058 0.022
C -3.732567 0.493864 -4.014589 0.009 0.038 0.062
C -3.917818 0.002622 -2.724312 -0.022 0.011 -0.019
C -4.890344 -0.955010 -2.478098 0.026 0.033 -0.012
C -5.684710 -1.423184 -3.516359 -0.015 -0.015 0.032
C -5.512961 -0.930495 -4.801889 -0.003 -0.011 -0.037
C -4.536943 0.025071 -5.047227 -0.015 0.006 -0.012
C -0.325387 1.524830 -3.524038 0.151 -0.019 -0.037
S -0.359650 3.077724 -2.973450 -0.024 0.055 -0.033
C 2.418275 -1.015842 -4.285183 0.091 0.063 -0.005
C 2.172081 -2.487818 -4.487556 0.020 -0.013 -0.011
C 2.748056 -3.160826 -5.558737 0.009 -0.003 0.002
C 2.549843 -4.525551 -5.725082 -0.009 0.002 0.000
C 1.764663 -5.222819 -4.818989 0.002 -0.015 -0.007
C 1.183159 -4.553186 -3.749568 0.003 -0.018 0.006
C 1.384394 -3.192988 -3.581719 0.019 0.017 0.008
H 0.475824 -1.353946 -5.852405 -0.019 0.007 0.035
H 0.422973 0.402297 -6.117742 -0.011 -0.035 -0.025
H -1.288745 -1.166493 -4.117322 -0.022 -0.015 -0.031
H -1.859696 -0.451882 -5.641680 0.030 0.026 -0.002
H -2.789348 1.967670 -5.271293 -0.013 -0.001 0.003
H -2.698661 2.324894 -3.547896 0.003 -0.015 -0.016
H -3.308406 0.350872 -1.898263 0.006 0.011 -0.004
H -5.018995 -1.310784 -1.465720 -0.016 -0.004 0.088
H -6.446475 -2.167364 -3.319262 -0.014 -0.013 0.008
H -6.136885 -1.288050 -5.612682 -0.004 -0.001 -0.003
H -4.399232 0.415066 -6.051107 0.004 0.005 -0.008
H 2.912808 -0.836030 -3.330894 -0.009 -0.004 -0.030
H 3.071434 -0.632280 -5.078846 -0.005 -0.017 -0.002
H 3.360471 -2.612280 -6.266846 0.003 0.006 -0.003
H 3.006335 -5.040259 -6.561700 0.003 -0.007 -0.011
H 1.607602 -6.287149 -4.943739 0.000 -0.010 0.000
H 0.578194 -5.087824 -3.029038 -0.011 -0.006 0.010
H 0.922653 -2.677642 -2.747994 -0.027 0.023 0.041
Cl -1.013558 -1.436324 -1.630246 0.021 0.051 -0.192
C 3.462800 -0.090814 3.165280 0.009 0.043 0.023
C 2.237096 -0.156928 2.276944 -0.003 0.086 0.064
O 2.364949 0.178049 1.062679 -0.042 0.018 -0.320
O 1.161094 -0.561539 2.757307 0.010 -0.130 -0.018
H 4.296876 0.377758 2.648986 0.010 0.014 -0.008
H 3.733232 -1.110028 3.444986 0.007 -0.006 0.002
H 3.225830 0.454633 4.078433 -0.005 -0.004 0.013
C -5.736747 4.214643 5.118668 -0.017 -0.217 0.009
C -5.794869 5.695651 4.923699 0.085 0.168 -0.125
O -6.564395 6.431243 5.493452 -0.015 -0.047 0.058
S -4.652122 6.457674 3.771407 -0.064 -0.057 0.008
C -3.724617 5.110486 3.080321 0.017 -0.037 -0.007
C -4.231109 4.369843 2.015845 0.003 0.055 0.019
C -3.478670 3.355553 1.451586 -0.033 -0.032 -0.037
C -2.198648 3.067147 1.934176 -0.077 0.014 -0.001
C -1.704043 3.805508 3.012556 0.053 -0.001 -0.034
C -2.457358 4.819156 3.576529 0.004 0.051 0.043
C -1.411831 2.038617 1.330106 0.005 0.104 -0.162
C -0.752354 1.194757 0.765376 0.001 -0.091 0.186
H -6.354349 3.953927 5.974738 -0.007 0.008 0.017
H -4.712975 3.871197 5.260377 0.015 0.024 0.027
H -6.108353 3.686822 4.237652 -0.016 0.021 -0.063
H -5.221659 4.584696 1.636419 -0.012 -0.021 -0.011
H -3.876301 2.758591 0.642864 -0.011 -0.022 0.013
H -0.715724 3.575731 3.388478 -0.003 0.009 0.023
H -2.065732 5.394988 4.405858 0.008 0.007 0.012
B -6.496125 0.751838 2.307858 0.031 0.032 0.012
C -5.255356 0.375283 1.380127 -0.101 -0.005 0.096
N -4.340329 0.100805 0.727758 -0.041 -0.020 -0.119
H -7.413791 -0.017806 2.081120 -0.008 0.008 -0.028
H -6.136364 0.645337 3.468394 -0.001 0.030 0.061
H -6.835121 1.904340 2.069384 0.023 0.012 -0.004
```
Forces are in eV/Å.

Summary:
* largest force on an atom: 0.38 eV Å⁻¹
* net charge: -2
* ΔE to the lowest compared entry with this formula, charge and spin: 0.0 kcal per mole

Results of the Mulliken charge analysis, in e, for atoms 1 through 5: number 1, In, carries 2.2894; number 2, C, carries -1.1166; number 3, N, carries 0.2862; number 4, C, carries -0.1085; number 5, C, carries 0.2328



[3]
The following is a quantum chemistry calculation of C4H2CsMgO2 as an isolated structure at a distorted geometry, from the Open Molecules 2025 dataset.

```
10
Properties=species:S:1:pos:R:3:forces:R:3
H -3.230007 1.211422 -0.122260 0.255 -0.057 -0.050
O -2.268986 -0.568134 0.048741 -4.835 4.293 -0.850
C -2.279525 0.652387 -0.083680 -0.534 -0.210 0.147
C -1.030365 1.358179 -0.138140 1.622 0.262 -0.013
C 0.157899 1.680804 -0.115879 -0.842 -0.092 0.274
Cs -0.507196 -1.877761 0.291989 0.703 -5.473 1.297
O 2.766809 -0.395268 0.115474 1.197 0.650 0.157
C 1.854769 -1.268450 -0.000109 3.020 1.720 -0.640
Mg 2.206186 1.464484 0.251047 -0.863 -0.957 -0.407
H 2.330418 -2.257665 -0.247185 0.277 -0.136 0.086
```
Forces are in eV/Å.

Summary:
* calculated total energy: -523.89481 a.u.
* largest force on an atom: 6.52 eV Å⁻¹
* net charge: +1

Results of the Mulliken charge analysis, in e, for atoms 1 through 5: number 1, H, carries 0.3325; number 2, O, carries -0.6068; number 3, C, carries 0.3763; number 4, C, carries -1.3180; number 5, C, carries 0.8581



[4]
The following is a quantum chemistry calculation of an isolated ion of composition C11H16N3O and charge +1 at a distorted geometry, from the Open Molecules 2025 dataset.

```
31
Properties=species:S:1:pos:R:3:forces:R:3
C -3.719764 -1.720452 0.738637 -0.788 1.591 -0.136
C -2.455858 -1.026769 0.291763 0.937 1.687 0.485
N -1.200588 -1.320074 0.737251 -0.919 -2.177 0.197
C -0.221398 -0.764557 -0.114233 1.693 1.852 0.788
O 0.165425 -1.720834 -1.100098 -2.179 -0.460 2.850
N 0.836931 -0.258414 0.822833 -0.676 -1.208 -0.715
C 2.087264 0.229502 0.366905 -0.237 1.004 1.009
C 3.126419 -0.020609 1.244489 1.491 0.098 0.079
C 4.330192 0.651410 1.097116 0.957 -0.293 1.020
C 4.509726 1.538222 0.075088 -0.666 1.142 -1.626
C 3.464250 1.823707 -0.826173 0.686 -0.372 0.991
C 2.238728 1.235717 -0.621972 -2.441 -1.396 -2.102
C -1.013858 0.419978 -0.768784 -0.014 -1.756 -2.433
N -2.392362 0.047337 -0.537633 -1.574 -3.281 1.770
C -3.627937 0.726263 -0.902966 -1.714 -2.613 -0.266
H -3.512379 -2.712285 0.429518 -0.296 -1.351 -0.240
H -4.617692 -1.303577 0.118363 1.652 -1.085 1.572
H -3.899851 -1.746416 1.873533 0.355 0.399 -1.785
H -0.830664 -2.148029 1.279911 -1.541 1.060 -0.850
H 0.748432 -1.254882 -1.628858 2.271 1.143 -2.118
H 1.011407 -0.818977 1.694526 -0.712 0.462 -1.507
H 3.190975 -0.706029 2.097570 -1.082 -0.025 -0.453
H 5.097913 0.439894 1.872424 -0.376 0.311 -0.894
H 5.354368 2.139398 -0.214445 0.840 -0.372 0.896
H 3.744377 2.541367 -1.586326 -0.725 -0.095 -0.252
H 1.348604 1.336885 -1.404535 1.999 0.237 1.789
H -0.889679 1.345885 -0.331753 0.889 1.967 0.942
H -0.821349 0.450089 -1.881732 -0.111 0.126 1.168
H -3.518219 1.743049 -0.840471 0.525 2.540 -0.501
H -4.126975 0.337062 -1.833550 1.083 0.708 0.439
H -4.406439 0.516138 -0.146397 0.674 0.159 -0.117
```
Forces are in eV/Å.

Summary:
* largest force on an atom: 4.05 eV Å⁻¹
* net charge: +1
* ΔE to the lowest compared entry with this formula, charge and spin: 27.5 kcal per mole
* SMILES string: CC1=[NH+][C@](O)(Nc2ccccc2)CN1C

Results of the Mulliken charge analysis, in e, for atoms 1 through 5: number 1, C, carries -1.0739; number 2, C, carries 0.3156; number 3, N, carries -0.2325; number 4, C, carries 0.7186; number 5, O, carries -0.5478



[5]
The following is a quantum chemistry calculation of a 2-piece molecular cluster, C3H2O3 overall at a distorted geometry, from the Open Molecules 2025 dataset.

```
8
Properties=species:S:1:pos:R:3:forces:R:3
O -2.775966 0.088644 0.914022 1.324 -0.146 0.369
C -1.691232 -0.034675 1.219644 -1.404 0.129 -0.340
C 0.444849 0.563795 -1.212305 -0.321 0.460 -0.416
O -0.056886 1.372223 -1.893336 0.457 -0.676 0.569
C 0.984121 -0.365407 -0.439136 -0.048 0.020 -0.346
O 1.335037 -0.078779 0.867125 -0.146 0.002 0.169
H 0.542107 -0.210404 1.411242 0.193 0.049 -0.035
H 1.217967 -1.335396 -0.867255 -0.056 0.161 0.031
```
Forces are in eV/Å.

Summary:
* largest force on an atom: 1.45 eV Å⁻¹
* ΔE to the lowest compared entry with this formula, charge and spin: 41.7 kcal per mole

Results of the Mulliken charge analysis, in e, for atoms 1 through 5: number 1, O, carries -0.0791; number 2, C, carries 0.0043; number 3, C, carries 0.9536; number 4, O, carries -0.3601; number 5, C, carries -0.7385



[6]
The following is a quantum chemistry calculation of C3H4BiO2 as an isolated structure at a distorted geometry, from the Open Molecules 2025 dataset.

```
10
Properties=species:S:1:pos:R:3:forces:R:3
O -0.655323 0.838266 -0.603240 2.404 -3.448 6.863
Bi 0.642512 -0.806519 -0.228316 0.307 -0.123 -1.682
O -1.120700 1.723232 -2.007435 -1.392 5.845 -3.380
C -0.776264 2.100147 -0.904469 -1.236 -1.997 -3.420
C 0.121863 -1.208673 2.215455 -1.432 0.884 0.535
C 1.284500 -1.821255 1.912274 1.188 -0.845 0.484
H 0.105186 -0.185706 2.602840 -0.044 -0.071 0.243
H -0.833633 -1.734186 2.126897 -0.110 -0.055 0.194
H 2.243949 -1.317416 2.066992 0.200 -0.046 0.113
H 1.301708 -2.867631 1.589722 0.115 -0.145 0.051
```
Forces are in eV/Å.

Summary:
* largest force on an atom: 8.05 eV Å⁻¹
* net charge: +3
* ΔE to the lowest compared entry with this formula, charge and spin: 124.7 kcal per mole

Results of the Mulliken charge analysis, in e, for atoms 1 through 5: number 1, O, carries -0.4887; number 2, Bi, carries 1.8518; number 3, O, carries 0.1287; number 4, C, carries 0.7977; number 5, C, carries -0.6144